# 1
The following is a DFT calculation (the ωB97M-V functional and the def2-TZVPD basis) of a cluster of 7 separate species, C47H95ClI2N3O16PS in total at a distorted geometry.

Positions of all 166 atoms, in Å:
C -3.043 -0.876 -7.006
C -2.408 -0.731 -5.622
O -3.448 -0.749 -4.615
C -3.192 -1.615 -3.600
O -2.918 -2.775 -3.755
C -3.313 -1.042 -2.198
C -1.921 -0.609 -1.605
C -1.416 -1.781 -0.746
C -0.143 -1.469 0.094
O 0.759 -0.929 -0.942
C 1.556 -1.813 -1.456
N 2.105 -2.553 -2.168
O 0.418 -2.735 0.410
C 0.496 -3.146 1.771
C 1.404 -4.430 1.738
C 1.949 -4.762 0.341
O 1.525 -5.642 -0.355
C -0.848 -3.631 2.412
C -1.704 -4.497 1.418
C -1.666 -5.998 1.788
I -3.791 -3.924 1.784
C 1.194 -1.980 2.576
C 1.349 -2.505 4.045
C 2.762 -2.304 4.678
C 2.594 -2.655 6.199
C 3.866 -3.313 6.767
S 3.962 -3.288 8.564
O 3.125 -4.297 9.131
O 5.338 -3.534 8.876
Cl 3.496 -1.432 9.284
P 2.860 -1.456 1.853
N 3.906 -2.623 1.693
N 0.306 -0.738 2.566
C 0.893 0.440 3.249
C -0.189 1.422 3.821
O -0.862 1.062 4.742
C -0.367 -0.452 1.261
I -2.496 -0.270 1.799
C -0.052 1.008 0.728
O 1.128 1.338 0.511
O -0.978 1.803 0.613
H -3.808 -1.659 -7.048
H -2.262 -1.069 -7.749
H -3.545 0.067 -7.250
H -1.934 0.258 -5.578
H -1.632 -1.475 -5.425
H -3.707 -1.851 -1.570
H -4.051 -0.237 -2.109
H -1.240 -0.384 -2.431
H -2.119 0.313 -1.053
H -1.044 -2.523 -1.474
H -2.183 -2.314 -0.184
H 0.843 -5.314 2.056
H 2.262 -4.353 2.414
H 2.768 -4.124 -0.039
H -1.426 -2.853 2.921
H -0.561 -4.336 3.200
H -1.441 -4.318 0.377
H -0.788 -6.456 1.308
H -2.537 -6.525 1.396
H -1.575 -6.147 2.867
H 0.674 -1.946 4.718
H 1.113 -3.560 4.172
H 3.087 -1.263 4.658
H 3.471 -3.011 4.236
H 1.710 -3.290 6.336
H 2.345 -1.714 6.710
H 3.833 -4.371 6.491
H 4.728 -2.797 6.337
H 3.413 -0.463 2.695
H 2.689 -0.829 0.595
H 4.177 -2.679 0.716
H -0.438 -1.039 3.216
H 1.434 0.159 4.163
H 1.635 0.989 2.668
H -0.232 2.425 3.355
C 7.942 1.429 -0.211
C 6.445 1.270 -0.009
O 6.101 0.395 1.053
C 6.558 0.756 2.341
C 6.038 2.101 2.822
H 8.410 0.457 -0.375
H 8.141 2.064 -1.075
H 8.425 1.885 0.655
H 6.008 0.838 -0.909
H 5.966 2.246 0.132
H 7.652 0.723 2.380
H 6.203 -0.026 3.016
H 6.388 2.922 2.195
H 6.373 2.294 3.842
H 4.945 2.118 2.802
C -1.398 7.244 5.381
C -2.761 6.606 5.168
O -3.203 6.638 3.825
C -2.380 5.970 2.883
C -2.206 4.489 3.158
H -1.400 8.275 5.023
H -1.140 7.241 6.441
H -0.611 6.711 4.845
H -3.506 7.156 5.744
H -2.771 5.578 5.548
H -1.408 6.469 2.809
H -2.866 6.097 1.915
H -1.696 4.308 4.107
H -1.614 4.024 2.366
H -3.176 3.992 3.208
C -3.697 -10.920 2.486
C -2.801 -10.017 3.315
O -3.190 -8.654 3.302
C -4.485 -8.367 3.802
C -4.685 -8.771 5.253
H -3.746 -10.566 1.455
H -3.312 -11.940 2.489
H -4.717 -10.948 2.873
H -1.790 -10.046 2.906
H -2.728 -10.382 4.346
H -5.249 -8.820 3.161
H -4.611 -7.287 3.715
H -4.598 -9.849 5.391
H -5.675 -8.470 5.596
H -3.934 -8.297 5.888
C 1.035 6.984 0.777
C 1.598 6.538 2.115
O 1.566 5.136 2.308
C 2.302 4.356 1.374
C 3.789 4.671 1.353
H 0.013 6.622 0.652
H 1.032 8.074 0.713
H 1.623 6.603 -0.059
H 0.993 6.967 2.916
H 2.615 6.919 2.256
H 1.867 4.449 0.375
H 2.163 3.317 1.670
H 3.985 5.695 1.032
H 4.306 4.001 0.665
H 4.219 4.552 2.350
C -1.041 2.831 -9.997
C -0.357 2.460 -8.695
O -0.216 1.063 -8.499
C 0.545 0.363 -9.466
C 1.983 0.840 -9.578
H -2.021 2.355 -10.061
H -1.173 3.912 -10.058
H -0.465 2.515 -10.869
H -0.961 2.823 -7.863
H 0.618 2.955 -8.613
H 0.045 0.397 -10.441
H 0.542 -0.682 -9.154
H 2.043 1.876 -9.916
H 2.531 0.224 -10.293
H 2.481 0.782 -8.610
C -3.595 5.905 -5.812
C -3.106 5.899 -7.250
O -3.287 4.658 -7.909
C -4.620 4.194 -8.024
C -5.532 5.131 -8.797
H -3.108 5.115 -5.239
H -3.376 6.865 -5.342
H -4.672 5.742 -5.747
H -2.033 6.093 -7.261
H -3.575 6.706 -7.824
H -5.033 3.976 -7.033
H -4.562 3.240 -8.551
H -5.646 6.093 -8.296
H -6.524 4.691 -8.903
H -5.126 5.325 -9.791

Forces on the atoms, in the same order (eV/Å):
C 0.030 0.184 0.187
C -0.217 0.313 -1.047
O 0.978 -0.004 0.680
C -0.709 -0.116 0.722
O 0.409 0.106 -0.389
C -0.296 -0.026 0.351
C -1.508 -0.256 -0.175
C 1.194 0.217 -0.827
C -1.167 -1.493 -0.864
O 0.637 0.032 1.128
C -0.272 -0.534 -1.867
N -0.044 0.841 1.230
O -0.601 0.741 0.699
C 0.878 -0.167 0.235
C 0.207 -0.410 -0.181
C 0.315 0.655 -0.357
O -0.325 -0.313 0.409
C 0.227 -0.236 -0.441
C -0.337 -0.102 1.453
C 0.623 0.167 -0.810
I 0.133 -0.160 -0.388
C 0.309 -0.837 0.408
C 1.076 1.507 0.462
C -1.107 -1.014 1.303
C -0.150 0.369 -0.335
C -1.517 1.234 -0.545
S 2.086 -2.593 0.681
O -1.581 0.848 -0.380
O 0.424 1.162 -0.304
Cl -0.202 -0.249 -0.503
P 2.057 -0.893 -1.497
N -0.552 0.041 0.391
N 0.084 -1.092 0.922
C 0.658 1.617 1.099
C 0.340 -0.318 -0.671
O -0.075 0.030 0.051
C -1.194 0.793 -1.198
I 0.346 -0.342 0.249
C 1.196 2.586 -0.479
O 0.967 -1.844 0.606
O -1.522 -0.455 0.159
H 0.330 -0.063 0.153
H -0.195 0.102 0.058
H 0.119 -0.161 -0.119
H -0.086 -0.203 0.160
H -0.397 -0.146 0.066
H 0.054 0.092 -0.206
H 0.317 0.041 -0.426
H 0.114 -0.005 0.313
H 0.419 -0.157 0.066
H -0.049 0.032 0.268
H 0.034 0.493 0.202
H -0.066 0.304 -0.129
H -0.062 0.228 -0.231
H -0.164 -0.122 0.256
H 0.014 0.065 -0.453
H -0.068 0.352 0.012
H -0.297 0.038 0.110
H -0.141 0.082 0.132
H 0.116 0.032 0.222
H -0.320 0.000 -0.137
H -0.146 -0.183 -0.351
H -0.124 0.125 -0.418
H 0.275 -0.248 -0.418
H 0.110 0.517 -0.259
H 0.332 -0.113 0.070
H 0.213 -0.263 0.090
H 0.437 0.076 0.406
H 0.163 -0.246 0.480
H -0.854 0.095 0.021
H -0.672 0.364 0.701
H 0.137 -0.140 0.093
H -0.219 0.289 -0.267
H -0.367 -0.626 -0.246
H -0.538 -0.325 -0.595
H -0.046 -0.173 0.184
C 0.071 -0.032 0.160
C 0.085 0.136 -0.076
O -0.267 -0.231 -0.040
C 0.048 0.104 0.099
C 0.008 0.028 -0.101
H -0.027 0.008 -0.042
H -0.027 -0.020 -0.006
H -0.009 0.070 -0.041
H -0.084 -0.104 0.109
H 0.049 0.025 0.023
H 0.009 0.074 0.018
H -0.020 -0.101 -0.143
H 0.029 0.009 0.049
H -0.005 -0.026 0.006
H 0.012 -0.008 0.008
C 0.093 -0.018 -0.122
C 0.097 -0.035 0.094
O -0.209 0.118 -0.063
C 0.119 -0.069 -0.059
C 0.061 -0.113 0.132
H -0.029 0.002 0.037
H -0.028 0.010 -0.007
H 0.002 -0.049 0.072
H -0.079 0.002 -0.129
H 0.070 -0.005 0.003
H 0.054 -0.061 0.031
H -0.100 0.092 0.078
H 0.046 0.024 -0.029
H -0.057 0.045 -0.056
H 0.003 0.004 -0.042
C -0.143 0.071 -0.007
C -0.033 -0.161 0.017
O 0.167 0.215 -0.077
C -0.126 -0.014 0.068
C 0.101 -0.139 0.018
H 0.045 -0.019 0.005
H 0.024 0.022 -0.004
H 0.026 -0.063 0.040
H -0.008 0.160 0.004
H -0.055 -0.031 -0.001
H -0.014 -0.056 0.049
H 0.149 0.003 -0.103
H -0.082 -0.001 -0.005
H 0.010 0.025 -0.018
H -0.029 0.040 -0.010
C 0.015 -0.090 -0.097
C 0.025 0.102 -0.099
O -0.101 -0.148 0.257
C 0.133 0.030 -0.064
C -0.014 0.209 0.080
H 0.001 0.023 0.024
H -0.013 -0.012 0.033
H 0.032 0.056 0.007
H 0.005 -0.131 0.061
H 0.007 0.016 -0.057
H 0.021 -0.036 -0.008
H -0.167 0.036 -0.006
H 0.019 -0.031 -0.077
H -0.044 -0.027 0.012
H -0.006 -0.028 -0.029
C 0.043 -0.109 -0.161
C 0.002 0.161 -0.038
O -0.115 -0.164 0.243
C 0.070 -0.005 -0.114
C 0.008 0.155 0.033
H -0.017 0.053 0.043
H -0.047 -0.017 0.058
H 0.041 0.055 0.016
H -0.010 -0.130 0.032
H 0.014 -0.004 -0.068
H 0.054 0.052 -0.034
H -0.100 0.045 0.104
H 0.002 -0.030 -0.073
H -0.018 -0.021 0.017
H -0.007 -0.049 -0.009
C -0.111 -0.106 0.010
C -0.068 0.119 0.098
O 0.248 -0.141 -0.115
C -0.152 -0.006 0.018
C 0.061 0.154 0.022
H 0.033 0.032 -0.005
H 0.024 -0.012 -0.017
H -0.003 0.077 -0.001
H 0.010 -0.127 -0.100
H -0.048 0.005 0.037
H -0.044 0.058 0.001
H 0.161 0.013 0.020
H -0.067 -0.033 0.033
H 0.020 -0.025 -0.003
H -0.013 -0.048 -0.005

Values from the calculation:
* HOMO-LUMO gap: 0.288 hartree
* LUMO energy: -0.885 eV
* electronic energy: -5010.71009 Eh


# 2
The following is a DFT calculation (the ωB97M-V functional and the def2-TZVPD basis) of an isolated molecule of C3H6N4O at a distorted geometry.

Positions of all 14 atoms, in Å:
C -0.291 -1.391 0.086
C 0.577 -0.282 0.145
C -2.259 0.044 -0.261
N -1.627 -1.089 0.106
N 0.089 0.923 0.412
N 1.951 -0.445 -0.080
N 0.766 2.054 -0.036
O -3.128 0.824 -0.026
H 0.133 -2.400 -0.067
H -2.134 -1.982 -0.054
H 2.297 -1.377 0.042
H 2.599 0.188 0.312
H 0.540 2.839 0.480
H 0.487 2.094 -1.058

Forces on the atoms, in the same order (eV/Å):
C 2.147 1.024 0.399
C 1.227 0.972 0.594
C 0.412 2.108 0.356
N -1.263 -1.966 -0.297
N -2.544 -1.424 0.061
N -0.670 -1.112 -0.803
N 1.295 -2.639 -3.313
O 1.176 -1.981 -0.146
H -1.047 0.690 -0.038
H -0.380 1.078 0.253
H -0.134 -0.407 -0.155
H 0.058 1.143 0.423
H -1.063 1.671 0.939
H 0.785 0.845 1.726

Values from the calculation:
* HOMO-LUMO gap (spin up / spin down): 0.268 / 0.260 hartree
* LUMO energy (spin up / spin down): 0.170 / -0.001 eV
* electronic energy: -412.03321 Eh


# 3
The following is a DFT calculation (the ωB97M-V functional and the def2-TZVPD basis) of an isolated molecule of C2H5NSi at a distorted geometry.

Positions of all 9 atoms, in Å:
C -1.723 -0.192 -0.034
C -0.275 -0.778 -0.177
N -2.728 0.354 -0.007
Si 1.098 0.610 -0.063
H -0.132 -1.631 -0.784
H -0.110 -1.068 0.868
H 1.971 0.407 1.091
H 0.250 1.739 0.447
H 1.650 0.558 -1.341

Forces on the atoms, in the same order (eV/Å):
C 3.529 -2.379 -0.907
C -5.708 0.514 1.559
N -1.514 1.045 0.002
Si 2.255 1.905 2.460
H 0.179 -0.468 -1.426
H 0.949 0.539 0.087
H 0.688 0.256 -0.137
H -1.055 -0.533 0.160
H 0.677 -0.879 -1.798

Values from the calculation:
* HOMO-LUMO gap (spin up / spin down): 0.189 / 0.225 hartree
* LUMO energy (spin up / spin down): 0.821 / -5.580 eV
* 2S+1: 3
* electronic energy: -423.14168 Eh


# 4
The following is a DFT calculation (the ωB97M-V functional and the def2-TZVPD basis) of a structure of composition C17H26CdN2O5.

Positions of all 51 atoms, in Å:
Cd -0.404 -0.226 0.395
C -2.072 2.272 1.687
C -0.685 2.751 1.331
O 0.200 1.671 1.654
C 1.594 1.948 1.520
C 2.330 0.689 1.944
O 1.705 -0.461 1.348
C 2.492 -1.291 0.483
C 1.768 -2.641 0.352
O 0.347 -2.494 0.524
C -0.129 -3.131 1.724
C -1.556 -2.707 1.963
O -1.531 -1.280 2.117
C -2.729 -0.652 2.604
C -3.327 0.211 1.506
O -2.323 1.068 0.942
H -2.824 3.022 1.437
H -2.112 2.066 2.759
H -0.432 3.637 1.916
H -0.606 2.992 0.266
H 1.882 2.778 2.169
H 1.817 2.229 0.485
H 2.260 0.559 3.024
H 3.381 0.754 1.661
H 3.482 -1.450 0.911
H 2.609 -0.808 -0.491
H 2.141 -3.345 1.093
H 1.950 -3.062 -0.636
H 0.487 -2.817 2.571
H -0.069 -4.215 1.609
H -1.925 -3.173 2.878
H -2.204 -2.994 1.129
H -2.436 -0.051 3.466
H -3.446 -1.400 2.942
H -4.168 0.797 1.879
H -3.681 -0.408 0.680
N -1.213 -0.281 -3.886
C -1.457 -0.532 -2.595
N -0.493 -0.093 -1.810
C 0.461 0.478 -2.657
C 1.683 1.090 -2.388
C 2.408 1.569 -3.458
C 1.939 1.447 -4.776
C 0.733 0.844 -5.060
C 0.007 0.366 -3.973
H -1.825 -0.524 -4.649
H -2.354 -1.031 -2.264
H 2.055 1.191 -1.376
H 3.359 2.054 -3.288
H 2.540 1.836 -5.585
H 0.373 0.749 -6.074

Forces on the atoms, in the same order (eV/Å):
Cd -0.002 0.012 -0.018
C 0.088 0.006 0.036
C -0.071 0.018 -0.015
O -0.022 0.000 -0.054
C 0.095 0.013 0.003
C -0.012 0.042 0.046
O 0.071 0.011 -0.164
C -0.002 -0.094 0.021
C 0.067 0.024 -0.002
O 0.012 -0.037 0.026
C -0.107 0.019 -0.001
C 0.141 -0.063 -0.005
O -0.103 -0.023 -0.132
C -0.013 0.124 0.009
C 0.029 -0.073 -0.001
O -0.063 0.007 0.000
H 0.021 -0.003 -0.026
H -0.034 -0.015 -0.003
H -0.009 -0.011 0.008
H 0.012 0.007 0.011
H -0.012 -0.014 0.003
H -0.020 -0.012 0.009
H 0.005 0.003 -0.014
H -0.007 -0.009 -0.006
H -0.004 0.013 -0.008
H -0.017 0.016 0.012
H -0.018 0.020 0.021
H 0.000 -0.003 0.014
H 0.012 -0.007 -0.016
H -0.020 0.007 0.006
H 0.015 0.003 -0.003
H -0.013 0.034 0.009
H 0.000 -0.019 0.001
H -0.011 -0.007 -0.045
H 0.015 0.001 0.016
H -0.015 0.005 0.013
N -0.064 -0.058 0.012
C -0.078 0.048 0.053
N 0.070 -0.054 0.248
C -0.055 0.032 -0.166
C -0.020 0.006 0.044
C 0.008 0.011 0.033
C -0.020 -0.006 -0.027
C -0.008 -0.006 -0.006
C 0.133 0.035 0.071
H 0.016 -0.005 -0.010
H 0.002 -0.005 0.002
H 0.005 0.011 -0.007
H 0.010 -0.007 0.018
H 0.001 0.000 -0.006
H -0.007 0.002 -0.010

Values from the calculation:
* HOMO-LUMO gap: 0.354 hartree
* LUMO energy: -5.078 eV
* electronic energy: -1316.30877 Eh
* total charge: +2


Look up the electronic energy of the third one.
-423.14168 Eh